# 1
Density functional theory data (the ωB97M-V functional and the def2-TZVPD basis) for the ion C3H8IN4 with charge +1 at a distorted geometry.

Positions of all 16 atoms, in Å:
N  0.27168  0.32499  0.21173
H  -2.09709  3.46711  -0.97927
C  1.40998  -1.42648  -1.10923
I  -2.75946  -0.82548  -0.23991
C  -1.27945  0.71516  0.22535
H  -0.12818  -1.77695  0.24940
H  -2.45329  3.62774  0.73811
H  2.20807  -0.43782  1.45774
H  1.41869  -1.87613  1.91329
N  -1.65057  1.94182  0.36945
N  1.65950  -1.26110  1.14254
C  -2.03196  3.06931  0.04881
H  2.05796  -0.54214  -1.26542
N  0.68195  -1.10171  0.12580
H  1.83888  -2.38376  -0.83696
H  0.85329  -1.51454  -2.05143

Frontier orbital gap (alpha / beta), eV: 5.99 / 6.49
Lowest unoccupied orbital energy (alpha / beta), eV: -3.90 / -6.94
Charge: +1
Multiplicity: 3

---

# 2
Density functional theory data (the ωB97M-V functional and the def2-TZVPD basis) for a cluster of 2 separate species, C3H8IN4O in total at a distorted geometry.

Positions of all 17 atoms, in Å:
H  -0.84314  0.97113  -1.78176
H  -0.06444  -0.28667  -2.12892
I  -3.12498  0.70230  0.18710
C  -0.12675  -0.91444  0.22216
C  1.19593  1.17162  0.25444
O  1.87526  1.92249  -0.54808
N  0.06861  0.58406  -1.67633
H  -2.99900  -2.77771  -1.02317
H  -0.23078  -1.64640  1.07215
H  2.20357  1.94655  1.81707
H  1.80532  1.72344  -1.53605
H  -4.10021  -1.90759  0.10180
N  -2.66595  -0.87443  -0.83394
N  1.43762  1.35600  1.55494
H  0.77242  1.09643  2.37510
N  -3.43047  -1.99092  -0.64772
C  0.21555  0.26768  -0.30956

Frontier orbital gap (alpha / beta), eV: 6.49 / 7.96
Lowest unoccupied orbital energy (alpha / beta), eV: -4.64 / -4.82
Charge: +1
Multiplicity: 3

---

# 3
Density functional theory data (the ωB97M-V functional and the def2-TZVPD basis) for a cluster of 2 separate species, C3H8IP in total at a distorted geometry.

Positions of all 13 atoms, in Å:
C  -0.45093  1.52276  0.62890
C  -0.28552  0.51808  -0.56810
H  -0.99265  -2.62553  -0.65804
I  2.81676  0.81431  0.08619
H  -0.40039  -0.91307  0.34259
H  -0.02771  1.06407  1.63291
C  0.96800  0.50145  -1.12459
H  -1.54118  1.76106  0.71372
H  -1.27240  0.38641  -1.14717
P  0.07946  -2.49593  0.27182
H  0.15837  2.44787  0.46499
H  -0.33589  -3.13899  1.45141
H  1.28407  0.15751  -2.09462

Energy relative to the best compared isomer or geometry (same formula, charge and spin), kJ/mol: 412.94
Frontier orbital gap, eV: 8.66
Lowest unoccupied orbital energy, eV: -0.02
SMILES string: C/C=C\I.P

---

# 4
Density functional theory data (the ωB97M-V functional and the def2-TZVPD basis) for a cluster of 3 separate species, C3H8N in total at a distorted geometry.

Positions of all 12 atoms, in Å:
H  -0.53746  2.32629  1.23630
H  -1.03377  1.45737  -2.63537
N  -0.38614  1.28581  -1.86572
H  -0.45274  -25.92060  6.52082
C  1.37400  1.50836  0.30581
H  1.41837  0.66868  -0.39475
H  1.97079  2.36975  -0.03433
H  1.81296  1.38316  1.29608
C  -0.84472  1.80207  -0.78590
H  -1.88851  2.07034  -0.89923
C  -0.03907  1.86842  0.38284
H  -1.14248  -24.57127  8.74048

Energy relative to the best compared isomer or geometry (same formula, charge and spin), kJ/mol: 1011.49
Frontier orbital gap, eV: 1.71
Lowest unoccupied orbital energy, eV: -8.31
Charge: +1

---

# 5
Density functional theory data (the ωB97M-V functional and the def2-TZVPD basis) for the ion C3H8N with charge +1 at a distorted geometry.

Positions of all 12 atoms, in Å:
H  -1.00600  1.31637  -1.04241
H  1.10103  -0.47461  -1.07629
H  0.29355  0.19720  1.74545
H  -1.75425  1.47466  0.71758
H  1.95591  0.74266  -0.36282
C  -1.15751  0.77724  -0.06442
H  -0.61662  -1.27371  -1.05282
H  -1.49112  -1.36113  0.46542
C  -0.88157  -0.72160  -0.15144
H  2.02757  -0.73870  0.42816
N  1.42434  -0.11778  -0.12988
C  0.10468  0.17939  0.52347

Energy relative to the best compared isomer or geometry (same formula, charge and spin), kJ/mol: 166.39
Frontier orbital gap, eV: 12.23
Lowest unoccupied orbital energy, eV: -3.82
Charge: +1
SMILES string: [NH3+]C1CC1

---

# 6
Density functional theory data (the ωB97M-V functional and the def2-TZVPD basis) for a cluster of 2 separate species, C3H8N2 in total.

Positions of all 13 atoms, in Å:
C  -2.39220  -0.22093  -0.31200
H  -2.69005  -1.14407  0.13677
H  0.61028  1.67796  -0.54906
C  1.10775  0.99945  0.14204
H  -0.08137  -0.22348  1.73647
H  1.69944  1.57898  0.85783
H  -2.11495  -0.21710  -1.34281
C  0.29037  -0.10381  0.73708
N  1.92879  -0.05818  -0.48845
H  1.41367  -1.88706  0.43107
H  1.92182  -0.05153  -1.50860
H  -2.71248  0.69566  0.13547
N  1.01894  -1.04588  0.02418

Energy relative to the best compared isomer or geometry (same formula, charge and spin), kJ/mol: 637.48
Frontier orbital gap (alpha / beta), eV: 9.01 / 7.27
Lowest unoccupied orbital energy (alpha / beta), eV: 1.18 / 0.84

---

# 7
Density functional theory data (the ωB97M-V functional and the def2-TZVPD basis) for the molecule C3H8N2 at a distorted geometry.

Positions of all 13 atoms, in Å:
N  -0.64196  0.10794  1.65818
C  -0.41766  0.16400  0.17762
H  -1.28129  2.00589  0.84725
H  -0.14102  -1.09699  -2.15131
C  0.69738  -0.70928  -0.33048
N  0.75961  -0.71080  -1.85225
H  1.52948  -1.43834  -2.17201
H  0.63486  1.97302  1.30326
H  -1.35656  0.21342  -0.45248
H  0.60060  -1.74983  0.04453
H  -1.63419  0.08409  1.84467
C  -0.34314  1.41694  0.97410
H  1.59387  -0.26005  0.10891

Energy relative to the best compared isomer or geometry (same formula, charge and spin), kJ/mol: 271.50
Frontier orbital gap, eV: 10.69
Lowest unoccupied orbital energy, eV: 1.16
SMILES string: NC[C@@H]1CN1

---

# 8
Density functional theory data (the ωB97M-V functional and the def2-TZVPD basis) for a cluster of 2 separate species, C3H8N2 in total at a distorted geometry.

Positions of all 13 atoms, in Å:
C  0.42499  1.88198  1.30185
N  -0.58222  -1.14453  -0.29952
C  -0.28244  -2.36523  -1.01593
H  1.58784  1.99267  -0.38923
N  -1.64875  -0.49315  -0.27386
C  1.42438  2.38545  0.65312
H  -0.14421  1.13934  0.72386
H  2.16549  3.12902  1.05421
H  0.34088  -1.90676  -1.73588
H  -2.50872  -1.01898  -0.67005
H  -0.10567  2.24826  2.19579
H  0.37620  -2.74657  -0.25068
H  -1.04778  -3.10151  -1.29368

Energy relative to the best compared isomer or geometry (same formula, charge and spin), kJ/mol: 434.93
Frontier orbital gap, eV: 10.17
Lowest unoccupied orbital energy, eV: 0.93
SMILES string: [H]/N=N\C.C=C

---

# 9
Density functional theory data (the ωB97M-V functional and the def2-TZVPD basis) for the molecule C3H8N2 at a distorted geometry.

Positions of all 13 atoms, in Å:
C  -0.82114  0.29719  0.04431
N  -0.10789  -0.77582  0.03457
H  -2.82865  1.12646  -0.37836
H  -2.72860  -0.06393  1.01100
H  1.61671  1.23515  0.86656
H  1.77027  -1.48971  -0.10319
H  -2.56624  -0.69914  -0.74593
C  -2.31118  0.15776  -0.02493
H  1.63152  1.27968  -0.86002
N  1.23200  -0.61302  -0.01148
H  -0.44172  1.30068  -0.05393
C  1.91377  0.64548  0.00389
H  2.98917  0.43010  -0.03740

Energy relative to the best compared isomer or geometry (same formula, charge and spin), kJ/mol: 247.71
Frontier orbital gap, eV: 9.15
Lowest unoccupied orbital energy, eV: 1.11
SMILES string: C/C=N/NC

---

# 10
Density functional theory data (the ωB97M-V functional and the def2-TZVPD basis) for a cluster of 3 separate species, C3H8N2 in total at a distorted geometry.

Positions of all 13 atoms, in Å:
H  1.02605  1.84261  0.25502
N  -0.25636  0.81649  -1.67614
H  -2.26154  -2.35449  1.37774
H  -0.83326  1.64364  -1.74977
H  -0.74249  0.05659  -1.15289
H  0.03634  0.48690  -2.58584
C  0.71498  -0.12877  1.04348
N  -1.38370  -1.85288  1.32744
C  -1.06657  -1.04865  0.47890
H  1.98893  0.53483  -0.55070
C  1.16282  0.78209  0.10039
H  0.33566  0.26694  1.97650
H  1.27915  -1.04530  1.15588

Energy relative to the best compared isomer or geometry (same formula, charge and spin), kJ/mol: 488.00
Frontier orbital gap, eV: 7.83
Lowest unoccupied orbital energy, eV: 0.55

---

# 11
Density functional theory data (the ωB97M-V functional and the def2-TZVPD basis) for the molecule C3H8N2 at a distorted geometry.

Positions of all 13 atoms, in Å:
H  1.56004  0.37942  -1.22831
H  0.89890  -1.61907  1.00572
N  0.48404  1.22028  0.26234
H  -2.05936  1.25028  -0.22736
C  0.59693  -0.87019  0.20546
H  -2.44452  -0.54406  0.23052
H  -1.41064  -0.05580  -1.30961
N  -0.45025  0.11376  0.61665
H  0.68506  1.76000  1.07052
C  1.60784  0.28853  -0.20080
C  -1.68100  0.18795  -0.26856
H  0.27381  -1.32804  -0.75946
H  2.62528  0.33920  0.11503

Energy relative to the best compared isomer or geometry (same formula, charge and spin), kJ/mol: 373.89
Frontier orbital gap, eV: 9.36
Lowest unoccupied orbital energy, eV: 1.23
SMILES string: CN1CCN1

---

# 12
Density functional theory data (the ωB97M-V functional and the def2-TZVPD basis) for the molecule C3H8N2 at a distorted geometry.

Positions of all 13 atoms, in Å:
H  2.58460  0.04481  -0.82359
H  2.06164  1.44048  -1.78308
H  -0.86560  -1.74020  1.40973
N  -1.88343  -0.02794  0.72953
C  0.46962  0.55934  -0.54732
H  0.44737  1.52598  -0.01934
H  -0.34915  0.56678  -1.27040
C  1.75705  0.47615  -1.37725
N  0.38920  -0.55242  0.37315
C  -0.72861  -0.78017  0.91722
H  -1.71154  0.96843  0.68193
H  -2.58694  -0.14581  1.44577
H  1.50114  -0.14589  -2.23127

Energy relative to the best compared isomer or geometry (same formula, charge and spin), kJ/mol: 129.42
Frontier orbital gap, eV: 10.19
Lowest unoccupied orbital energy, eV: 0.99
SMILES string: CC/N=C\N

---

Calculated total energy for every record listed, in sequence, given in eV: -17286.83970; -19336.98846; -20626.58940; -4712.94367; -4721.70256; -6215.23982; -6219.03294; -6217.33910; -6219.27946; -6216.78903; -6217.97171; -6220.50545.